17
Properties=species:S:1:pos:R:3 method="wB97M-V/def2-TZVPD" spin_multiplicity=3 homo_ev="-13.1 / -15.8" total_charge=+2 de_lowest_ev=3.8802 largest_force_ev_per_a=6.01 s_squared=2.042
C 2.031 0.834 0.782
C 1.407 -0.392 0.574
C 2.768 2.480 -0.943
C -3.945 0.665 0.583
C -2.888 0.353 -0.007
N 2.487 1.653 -0.156
N 0.974 -0.907 -0.491
N 0.513 -2.262 -0.665
H 2.005 1.261 1.747
H 1.423 -0.971 1.465
H 2.989 3.213 -1.652
H -4.534 1.512 0.300
H -4.086 -0.065 1.443
H -1.891 0.256 -0.509
H 0.248 -2.759 0.138
H 0.930 -2.791 -1.404
H -0.432 -2.081 -1.204

---

20
Properties=species:S:1:pos:R:3 method="wB97M-V/def2-TZVPD" homo_ev=-8.5 total_charge=0 de_lowest_ev=0.8448 largest_force_ev_per_a=1.64
H 0.291 1.357 0.825
N 1.024 1.469 0.115
C 1.753 0.409 0.096
N 1.846 -0.487 1.173
N 2.634 0.177 -0.906
C 2.503 0.664 -2.273
H 2.571 -1.177 1.108
H 1.506 -0.068 2.020
H 3.411 -0.442 -0.751
H 3.327 1.338 -2.512
H 1.579 1.235 -2.380
H 2.502 -0.193 -2.948
C -2.859 -1.135 1.495
C -3.065 -0.378 0.238
O -2.526 -0.534 -0.818
O -3.951 0.641 0.416
H -2.739 -0.450 2.329
H -2.071 -1.862 1.417
H -3.759 -1.693 1.772
H -3.976 1.130 -0.416

---

44
Properties=species:S:1:pos:R:3 method="wB97M-V/def2-TZVPD" spin_multiplicity=3 homo_ev="-1.2 / -1.3" total_charge=-2 de_lowest_ev=5.3369 largest_force_ev_per_a=0.43 s_squared=2.024
Ti 0.710 -0.224 -0.130
O 0.321 0.310 2.008
C 1.441 0.831 2.740
C 2.287 -0.357 3.159
C 2.725 -1.273 2.001
C 3.499 -0.579 0.914
C 4.855 -0.703 0.814
C 5.578 -0.016 -0.187
C 4.818 0.813 -1.047
C 3.465 0.891 -0.926
N 2.738 0.168 0.016
H -0.287 1.022 1.731
H 1.078 1.372 3.616
H 2.017 1.512 2.109
H 1.716 -0.952 3.877
H 3.178 0.020 3.667
H 1.840 -1.783 1.589
H 3.331 -2.075 2.426
H 5.365 -1.339 1.530
H 6.650 -0.109 -0.281
H 5.298 1.396 -1.823
H 2.879 1.499 -1.603
S -2.102 -0.143 -3.806
C -1.130 -0.218 -2.529
S 0.582 -0.546 -2.527
S -1.771 -0.024 -0.797
O -4.189 3.000 -2.297
S -3.961 1.819 -1.416
O -4.276 2.109 0.015
O -0.691 1.110 -0.379
C -5.384 0.713 -1.879
C -6.560 1.373 -2.222
C -7.705 0.664 -2.544
C -7.676 -0.729 -2.543
C -6.503 -1.389 -2.219
C -5.357 -0.675 -1.881
S -3.908 -1.738 -1.421
O -3.904 -2.753 -2.506
O -4.354 -2.290 -0.115
O -0.975 -1.226 -0.116
H -6.540 2.458 -2.244
H -8.617 1.191 -2.807
H -8.565 -1.294 -2.805
H -6.443 -2.472 -2.231

---

114
Properties=species:S:1:pos:R:3 method="wB97M-V/def2-TZVPD" homo_ev=-18.1 total_charge=+4 de_lowest_ev=1.7053 largest_force_ev_per_a=0.43
W 1.499 1.841 -0.887
C 3.817 -1.685 2.291
C 2.339 -1.877 2.132
C 1.663 -2.935 2.683
C 0.256 -3.053 2.582
N -0.413 -2.210 1.820
N 0.258 -1.197 1.256
B -0.758 -0.547 0.347
N -1.681 0.514 0.862
N -2.737 -0.262 1.177
C -3.784 0.294 1.733
C -3.754 1.682 2.031
C -2.702 2.478 1.672
C -2.707 3.955 1.923
C -1.617 1.841 1.007
S -0.369 2.884 0.388
C -4.990 -0.562 2.050
C -5.082 -0.681 3.582
C -4.858 -1.948 1.421
C -6.250 0.132 1.503
N -1.069 -1.224 -0.939
N -1.135 -2.567 -0.907
C -1.544 -3.170 -1.996
C -1.919 -2.418 -3.147
C -1.771 -1.060 -3.201
C -2.105 -0.240 -4.408
C -1.256 -0.470 -2.029
S -0.892 1.208 -1.883
C -1.632 -4.680 -2.012
C -0.763 -5.203 -3.169
C -3.103 -5.072 -2.235
C -1.139 -5.268 -0.695
C 1.554 -0.939 1.432
S 2.170 0.671 1.146
C -0.493 -4.110 3.363
C -0.214 -3.863 4.858
C 0.036 -5.498 2.964
C -1.995 -4.023 3.105
H 4.264 -2.547 2.781
H 4.296 -1.547 1.321
H 4.030 -0.802 2.897
H 2.211 -3.684 3.241
H -4.608 2.127 2.525
H -3.612 4.246 2.449
H -1.849 4.256 2.527
H -2.663 4.510 0.984
H -4.206 -1.185 3.995
H -5.183 0.293 4.065
H -5.963 -1.266 3.842
H -3.980 -2.477 1.791
H -5.741 -2.534 1.671
H -4.795 -1.885 0.332
H -6.447 1.090 1.985
H -6.188 0.287 0.424
H -7.113 -0.503 1.698
H -2.293 -2.949 -4.014
H -2.235 -0.874 -5.282
H -3.036 0.308 -4.248
H -1.325 0.493 -4.614
H -1.105 -4.852 -4.144
H 0.284 -4.920 -3.042
H -0.816 -6.291 -3.187
H -3.494 -4.706 -3.186
H -3.181 -6.159 -2.252
H -3.740 -4.701 -1.430
H -0.097 -5.000 -0.501
H -1.751 -4.925 0.139
H -1.206 -6.354 -0.743
H 0.842 -3.977 5.108
H -0.545 -2.870 5.169
H -0.764 -4.598 5.444
H 1.103 -5.610 3.165
H -0.481 -6.256 3.552
H -0.143 -5.708 1.910
H -2.392 -3.055 3.419
H -2.230 -4.170 2.051
H -2.501 -4.797 3.680
C 1.121 6.514 -4.224
C 1.227 5.104 -3.728
C 1.262 4.008 -4.634
C 1.331 2.692 -4.217
C 1.378 2.525 -2.847
Br 1.851 -0.509 -1.784
N 1.349 3.531 -2.018
C 1.275 4.827 -2.377
H 1.380 6.583 -5.278
H 1.773 7.183 -3.662
H 0.098 6.879 -4.106
H 1.234 4.227 -5.696
H 1.358 1.863 -4.912
H 1.256 5.581 -1.602
S 8.161 5.633 0.164
N 6.825 5.639 1.052
C 5.982 4.793 0.476
C 4.653 4.478 0.942
C 4.127 5.008 2.125
C 2.881 4.591 2.524
C 2.167 3.714 1.720
N 2.616 3.242 0.549
C 3.888 3.584 0.190
C 4.439 2.933 -0.973
N 3.644 2.025 -1.593
C 4.126 1.424 -2.689
C 5.399 1.651 -3.185
C 6.224 2.548 -2.545
C 5.733 3.212 -1.419
C 6.510 4.178 -0.677
N 7.745 4.566 -0.960
H 4.718 5.704 2.708
H 2.437 4.929 3.449
H 1.195 3.389 2.042
H 3.477 0.732 -3.197
H 5.721 1.116 -4.067
H 7.229 2.754 -2.891

---

34
Properties=species:S:1:pos:R:3 method="wB97M-V/def2-TZVPD" homo_ev=-7.9 smiles=Cc1c[nH]c2ccccc12.CCc1c[nH]cn1 total_charge=0 de_lowest_ev=0.0823 largest_force_ev_per_a=1.84
C 2.373 -2.661 -0.764
C 1.434 -2.062 0.227
C 1.735 -1.302 1.305
N 0.588 -0.806 1.896
C -0.470 -1.133 1.087
C -1.823 -0.881 1.269
C -2.699 -1.453 0.371
C -2.239 -2.247 -0.693
C -0.898 -2.490 -0.861
C 0.007 -1.936 0.042
H 2.467 -3.740 -0.609
H 3.376 -2.259 -0.663
H 2.075 -2.522 -1.802
H 2.686 -1.098 1.761
H 0.660 0.022 2.462
H -2.188 -0.320 2.126
H -3.745 -1.322 0.590
H -3.022 -2.612 -1.344
H -0.520 -3.042 -1.710
C 2.622 2.684 -1.513
C 1.854 1.863 -0.477
C 0.395 2.153 -0.435
C -0.642 1.423 -0.940
N -1.776 1.957 -0.423
C -1.388 3.015 0.357
N -0.098 3.132 0.411
H 2.124 2.774 -2.473
H 3.602 2.224 -1.668
H 2.781 3.705 -1.157
H 1.999 0.797 -0.644
H 2.318 2.070 0.489
H -0.488 0.576 -1.590
H -2.682 1.908 -0.871
H -2.114 3.575 0.925

---

67
Properties=species:S:1:pos:R:3 method="wB97M-V/def2-TZVPD" spin_multiplicity=6 homo_ev="-8.3 / -8.4" total_charge=0 largest_force_ev_per_a=4.15 s_squared=8.753
Mn -0.158 -0.243 0.066
As 4.350 1.665 2.297
F 3.262 1.384 3.654
F 5.806 1.324 3.309
F 5.419 2.008 0.857
F 2.901 2.002 1.303
F 4.451 3.421 2.708
F 4.394 -0.118 2.009
C -3.824 1.493 -1.671
C -3.397 0.021 -1.346
C -3.823 -0.886 -2.437
O -2.053 -0.026 -0.903
H -4.878 1.364 -1.920
H -3.265 1.851 -2.535
H -3.730 2.220 -0.864
H -3.963 -0.483 -0.563
H -3.583 -0.608 -3.463
H -4.856 -1.232 -2.385
H -3.274 -1.810 -2.259
C -2.659 0.479 2.175
O -1.213 0.214 2.138
C -0.459 1.250 2.740
C -0.124 2.413 1.709
N 0.496 1.751 0.498
C 0.160 2.687 -0.606
C 1.220 2.542 -1.706
O 1.111 1.188 -2.132
C 0.275 1.172 -3.363
H -2.943 0.571 3.224
H -3.114 -0.435 1.793
H -2.917 1.345 1.566
H 0.492 0.980 3.198
H -0.986 1.750 3.553
H 0.481 3.183 2.188
H -1.071 2.926 1.538
H 1.501 1.758 0.596
H 0.232 3.738 -0.328
H -0.825 2.442 -1.002
H 2.158 2.803 -1.215
H 1.166 3.218 -2.559
H 0.352 0.182 -3.813
H 0.598 1.968 -4.034
H -0.788 1.272 -3.140
C -1.682 -2.922 1.007
O -0.462 -2.196 1.029
C 0.579 -2.936 1.614
C 1.752 -2.059 1.803
N 1.853 -0.896 0.944
C 2.641 -1.254 -0.254
C 1.825 -2.041 -1.398
O 0.456 -1.509 -1.637
C -0.352 -2.403 -2.394
H -2.371 -2.278 0.461
H -1.999 -3.167 2.021
H -1.640 -3.817 0.385
H 0.859 -3.635 0.826
H 0.295 -3.591 2.438
H 2.544 -2.720 2.155
H 1.628 -1.604 2.785
H 2.468 -0.351 1.531
H 3.560 -1.794 -0.029
H 3.082 -0.413 -0.789
H 1.766 -3.037 -0.960
H 2.253 -2.174 -2.392
H 0.140 -2.995 -3.166
H -1.089 -1.896 -3.017
H -1.025 -3.055 -1.838

---

26
Properties=species:S:1:pos:R:3 method="wB97M-V/def2-TZVPD" homo_ev=-7.8 smiles=CCN[C@@H](C)C(C)(C)O total_charge=0 de_lowest_ev=2.3100 largest_force_ev_per_a=2.67
C -0.747 1.870 1.981
C -0.430 0.381 2.029
N 0.855 0.066 1.450
C 0.923 0.203 0.045
C 2.262 -0.337 -0.434
C -0.620 -0.463 -0.809
C -0.549 0.255 -2.162
C -0.395 -1.965 -0.936
O -2.018 -0.397 -0.463
H -0.673 2.265 0.970
H -1.764 2.041 2.330
H -0.058 2.434 2.606
H -1.163 -0.176 1.349
H -0.447 0.020 3.059
H 1.154 -0.857 1.747
H 0.823 1.260 -0.204
H 3.069 0.255 -0.002
H 2.355 -0.289 -1.517
H 2.400 -1.369 -0.116
H 0.429 0.166 -2.628
H -0.776 1.315 -2.032
H -1.272 -0.164 -2.866
H -1.157 -2.414 -1.574
H 0.568 -2.193 -1.384
H -0.469 -2.428 0.049
H -2.300 0.524 -0.488

---

58
Properties=species:S:1:pos:R:3 method="wB97M-V/def2-TZVPD" homo_ev=-14.6 total_charge=+2 de_lowest_ev=1.9533 largest_force_ev_per_a=0.52
Zr -0.336 0.520 -0.500
C 0.259 -3.971 -1.108
C -0.322 -2.702 -1.127
N 0.397 -1.587 -1.074
C 1.754 -1.695 -1.060
C 2.418 -2.919 -1.002
C 1.623 -4.083 -1.014
C 3.852 -2.941 -0.963
C 4.561 -1.795 -1.035
C 3.899 -0.530 -1.173
C 4.588 0.685 -1.346
C 3.884 1.850 -1.525
C 2.490 1.808 -1.509
N 1.808 0.680 -1.345
C 2.503 -0.482 -1.184
H -0.375 -4.844 -1.157
H -1.393 -2.580 -1.178
H 2.098 -5.056 -0.973
H 4.354 -3.897 -0.887
H 5.643 -1.812 -1.014
H 5.671 0.691 -1.349
H 4.386 2.795 -1.676
H 1.914 2.717 -1.634
C -3.530 3.433 -0.625
C -2.359 2.901 -1.352
C -2.334 2.939 -2.830
O -1.431 2.369 -0.706
H -3.878 4.367 -1.065
H -3.326 3.546 0.436
H -4.335 2.699 -0.762
H -3.159 2.308 -3.181
H -1.396 2.573 -3.239
H -2.540 3.948 -3.189
C 0.085 1.589 3.472
C 0.931 1.850 2.248
C 0.994 3.329 1.893
O 0.394 1.120 1.122
H 0.476 2.169 4.309
H 0.103 0.539 3.762
H -0.946 1.904 3.302
H 1.937 1.455 2.401
H 0.029 3.813 2.046
H 1.290 3.468 0.852
H 1.728 3.838 2.517
Cl -1.004 -4.183 3.452
C -1.755 -3.089 2.354
C -2.766 -3.539 1.516
C -3.342 -2.673 0.592
C -2.900 -1.365 0.517
C -1.942 -0.896 1.420
C -1.362 -1.756 2.342
C -3.251 -0.471 -0.635
O -4.342 -0.117 -0.967
O -2.115 -0.097 -1.267
H -3.091 -4.569 1.578
H -4.109 -3.027 -0.085
H -1.790 0.179 1.540
H -0.640 -1.403 3.066

---

98
Properties=species:S:1:pos:R:3 method="wB97M-V/def2-TZVPD" homo_ev=-1.3 total_charge=-2 de_lowest_ev=0.4028 largest_force_ev_per_a=0.32
Ag -0.287 -0.143 -0.356
C 0.665 1.829 -4.464
C 0.184 0.976 -3.472
N 0.935 0.643 -2.435
C 2.134 1.222 -2.351
C 2.597 2.075 -3.336
N 1.872 2.369 -4.415
C 2.931 0.904 -1.136
C 4.301 0.686 -1.203
C 4.977 0.313 -0.049
C 4.250 0.188 1.129
C 2.879 0.432 1.107
N 2.246 0.780 -0.005
C 2.031 0.249 2.324
C 2.572 0.228 3.605
N 1.829 0.037 4.691
C 0.527 -0.122 4.484
C -0.028 -0.071 3.211
N 0.722 0.108 2.137
C 6.427 0.004 -0.082
C 6.990 -0.715 -1.131
C 8.349 -0.981 -1.114
N 9.172 -0.585 -0.144
C 8.627 0.102 0.858
C 7.281 0.417 0.936
H 0.037 2.085 -5.308
H -0.824 0.580 -3.499
H 3.566 2.554 -3.247
H 4.828 0.773 -2.145
H 4.740 -0.161 2.027
H 3.631 0.387 3.769
H -0.096 -0.290 5.355
H -1.093 -0.191 3.055
H 6.367 -1.082 -1.936
H 8.803 -1.548 -1.920
H 9.309 0.422 1.640
H 6.897 0.993 1.768
O -4.561 0.216 -1.604
S -3.465 1.055 -2.060
O -3.549 1.444 -3.460
O -2.153 0.530 -1.704
C -3.742 2.613 -1.158
C -5.102 2.912 -1.061
C -5.555 4.072 -0.459
C -4.641 4.966 0.071
C -3.288 4.685 -0.019
C -2.815 3.523 -0.629
S -1.007 3.380 -0.648
O -0.640 3.180 -2.038
O -0.537 4.648 -0.104
O -0.703 2.261 0.241
H -5.800 2.190 -1.463
H -6.620 4.272 -0.400
H -4.975 5.879 0.552
H -2.550 5.367 0.380
C -4.003 -1.553 2.678
C -2.932 -2.547 2.296
C -2.949 -3.852 2.806
C -1.937 -4.723 2.426
C -1.917 -6.135 2.962
C -0.934 -4.330 1.547
C -0.885 -3.021 0.973
C -1.934 -2.166 1.435
N -0.006 -2.471 0.118
C 0.923 -3.178 -0.753
C 1.130 -4.699 -0.599
C 2.138 -5.235 -1.629
C 1.643 -4.964 -3.051
C 1.465 -3.456 -3.237
C 2.812 -2.753 -3.027
C 3.323 -3.044 -1.612
C 3.494 -4.554 -1.431
C 2.306 -2.526 -0.594
C 0.457 -2.940 -2.208
H -4.849 -2.051 3.154
H -4.363 -1.018 1.798
H -3.617 -0.807 3.379
H -3.737 -4.177 3.477
H -2.684 -6.276 3.727
H -0.948 -6.377 3.406
H -2.100 -6.861 2.165
H -0.174 -5.064 1.336
H -1.912 -1.156 1.042
H 0.176 -5.217 -0.717
H 1.517 -4.921 0.400
H 2.250 -6.316 -1.482
H 0.686 -5.471 -3.216
H 2.358 -5.362 -3.781
H 1.099 -3.247 -4.247
H 2.686 -1.674 -3.161
H 3.540 -3.100 -3.771
H 4.286 -2.541 -1.455
H 3.875 -4.766 -0.426
H 4.223 -4.946 -2.151
H 2.167 -1.456 -0.723
H 2.660 -2.695 0.430
H -0.515 -3.427 -2.340
H 0.296 -1.868 -2.337

---

10
Properties=species:S:1:pos:R:3 method="wB97M-V/def2-TZVPD" homo_ev=-7.7 smiles="N/C=C/N" total_charge=0 de_lowest_ev=1.4203 largest_force_ev_per_a=1.00
N 0.182 0.169 1.867
C 0.453 0.154 0.475
C -0.448 -0.073 -0.482
N -0.078 -0.042 -1.838
H 0.552 -0.574 2.435
H -0.802 0.313 2.077
H 1.419 0.581 0.251
H -1.502 -0.087 -0.237
H -0.842 0.049 -2.490
H 0.540 -0.765 -2.174